Entry 1:
ORCA calculation (ωB97M-V with the def2-TZVPD basis set) on a cluster of 3 separate species, C20H38IN3O10PS in total in a non-equilibrium geometry.

Structure (XYZ):
```
74
Properties=species:S:1:pos:R:3:forces:R:3:mulliken_charge:R:1
I 1.682852 -6.184470 -1.932748 0.0404 0.0196 -0.0458 0.147
S -4.897656 -0.730316 -1.785816 -0.4192 0.5937 -0.5935 1.207
P 5.586675 0.681905 -1.665290 0.1576 0.1128 0.0235 0.221
O 6.358375 -0.752974 -1.548638 0.0582 -0.0994 -0.2203 -0.523
O 3.339312 2.784837 -1.016575 0.1270 0.4383 -0.0330 -0.492
O -4.711758 -1.332269 -0.341395 0.3031 -0.3649 0.0462 -0.458
O 5.764907 1.278754 -0.172235 -0.3106 0.0740 0.1076 -0.413
O -0.665832 2.127582 -0.354121 -0.1241 -0.0277 -0.0305 0.133
O -5.834028 -1.574156 -2.447054 0.0968 -0.0046 0.2120 -0.633
O 0.542413 -0.559815 2.538609 0.0703 0.1783 -0.0880 -0.099
O -5.115956 0.679977 -1.652838 -0.0013 -0.1198 0.0562 -0.592
O 2.135777 2.137273 0.743659 1.1462 -0.8568 -0.7558 -0.345
O 3.398741 -4.154521 -0.675941 0.2010 0.1485 0.3522 -0.430
N -2.080177 -1.255155 1.578784 0.0257 0.2008 -0.0691 -0.142
N 2.511968 -1.970022 -2.078148 0.0610 0.4657 -0.1863 0.128
N 0.444441 3.664810 1.817986 -0.1210 0.4103 0.1092 -0.689
C -2.287975 -1.644895 -1.754333 -0.2126 0.0190 -0.2748 1.056
C -0.183947 4.347188 0.683065 -0.2411 -0.1378 0.3299 0.200
C 2.756097 1.935695 -0.425483 0.1936 -0.5470 0.0621 0.055
C -0.211804 3.466078 -0.573289 0.2314 0.2122 -0.1105 -0.941
C 1.415356 -1.435139 -1.492607 0.4668 0.2231 -0.0230 -0.384
C 3.858018 -0.050602 -1.525917 -0.1802 -0.4837 -0.1914 -0.342
C 0.131185 -2.160899 -1.370576 -0.1728 -0.3371 -0.2273 1.433
C -2.352944 -0.808833 3.960366 0.0203 -0.0233 0.0186 -1.558
C 0.637057 0.524263 3.455422 -0.0873 0.0094 -0.0680 -0.833
C -0.934781 -1.806866 -2.432715 -0.1018 -0.2978 0.1392 -1.157
C -1.552297 4.861990 1.117499 -0.0284 0.0859 -0.1260 -1.516
C -1.654646 -1.676848 2.920532 -0.0716 0.2014 0.1310 0.120
C 1.517148 -0.159933 -0.960850 0.0430 -0.1599 0.0448 0.475
C -3.299992 -0.882602 -2.596466 0.3675 -0.2295 0.5814 -0.913
C -2.081590 1.982387 -0.350391 0.0375 -0.1154 0.0828 -0.442
C -0.123030 -1.711287 3.030099 -0.0461 -0.3039 -0.0611 -0.896
C 2.461155 -3.304567 -2.681606 -0.0635 0.0906 0.0236 -1.197
C 2.711559 0.533185 -0.966710 -0.0778 -0.2197 -0.2101 0.578
C 3.695319 -1.304812 -2.091880 -0.2693 0.3658 0.3776 -0.111
C 2.701281 -4.349913 -1.607292 -0.1591 -0.4362 -0.0634 0.459
H -1.431326 5.670128 1.836364 0.0270 -0.0248 0.0285 0.369
H 0.624662 0.274291 -0.528605 -0.0888 0.1097 0.0072 0.215
H 1.399445 3.413283 1.573557 -0.7193 0.8038 0.4734 0.631
H 0.766154 0.170770 4.480422 -0.0036 -0.0019 -0.0013 0.422
H -2.121942 5.245308 0.269588 -0.0324 0.0042 -0.0118 0.376
H -1.692659 -1.898362 0.900810 -0.0949 -0.2035 0.0260 0.247
H -2.133579 -1.100440 -0.832073 -0.0327 0.1116 0.1586 -1.091
H 0.187326 -1.921776 4.059578 -0.0188 0.0664 0.0133 0.563
H -2.142039 4.085398 1.604867 0.0051 -0.0473 -0.0071 0.265
H -1.622587 -0.363447 1.389098 -0.0380 0.0119 0.0108 -0.109
H 4.529186 -1.810181 -2.551338 0.0019 -0.1411 -0.0975 0.660
H -0.991242 -2.638387 -3.131229 0.0140 0.0787 -0.3328 0.497
H -0.034212 2.775806 1.929096 -0.1415 0.0762 0.1622 -0.104
H 0.257042 -3.238745 -1.345603 0.1737 -0.1764 0.0408 0.421
H -3.417950 -1.033852 3.980098 -0.0052 0.0066 -0.0336 0.374
H -0.243975 1.165869 3.401765 -0.0330 0.0002 0.1377 0.248
H -2.706427 -2.613820 -1.494819 0.0572 -0.1916 0.1570 0.471
H -0.794888 3.933083 -1.374788 -0.0819 -0.0440 0.0532 0.661
H 6.173735 -1.238638 -0.733680 0.1669 -0.1067 0.0196 0.358
H 0.428621 5.216784 0.431820 0.0639 -0.0306 -0.0531 0.609
H -0.238220 -1.893165 -0.388977 -0.0676 0.0988 0.2083 -1.718
H -2.508377 2.162375 0.638142 -0.0218 0.0902 -0.0216 0.189
H -2.977791 0.146110 -2.703626 0.0700 0.1496 -0.3432 0.337
H 0.812147 3.368912 -0.937050 -0.1265 0.0437 -0.0839 0.202
H 1.525379 -3.469294 -3.196291 -0.1784 0.0818 -0.0422 0.457
H -0.687914 -0.910216 -2.995010 0.1834 0.1747 0.0218 0.504
H 1.508553 1.116807 3.179722 0.0615 0.0011 0.0640 0.279
H -1.994605 -2.705623 3.066006 0.0377 -0.0243 -0.0236 0.554
H -1.950996 -0.988441 4.957762 0.0084 0.0042 0.0057 0.409
H -2.307409 0.952442 -0.628328 0.0217 0.0360 -0.0347 -0.310
H -2.555050 2.645941 -1.075955 -0.0133 0.0105 0.0135 0.441
H -4.037231 -0.853727 0.175201 -0.1454 -0.0438 0.2716 0.412
H 0.241273 -2.536695 2.409069 0.0081 0.0316 0.0101 0.259
H 5.363950 0.756459 0.533916 0.1397 0.0836 0.1765 0.382
H 1.537007 1.416597 0.985275 -0.0405 -0.1663 0.0321 -0.049
H -2.251028 0.253299 3.736019 0.0482 0.0303 -0.0094 0.288
H -3.436926 -1.362986 -3.556860 -0.2721 0.0471 -0.1987 0.565
H 3.262672 -3.386898 -3.409046 0.1079 -0.0350 -0.1173 0.605
```
Forces are in eV/Å.

Values from the calculation:
* total charge: +1
* HOMO-LUMO gap: 6.67 eV
* energy above the lowest of the compared OMol25 structures with the same formula, charge and spin: 0.022 eV
* DFT total energy: -2738.5412 Ha
* max |F|: 1.6 eV/A


Entry 2:
ORCA calculation (ωB97M-V with the def2-TZVPD basis set) on the molecule C21H29N3OS2.

Structure (XYZ):
```
56
Properties=species:S:1:pos:R:3:forces:R:3:mulliken_charge:R:1
S 0.889126 3.107047 3.765271 0.3384 -0.5794 -0.1594 -0.181
S 3.313104 0.708968 -0.545223 0.7844 -0.3058 0.0505 -0.416
O 2.255395 0.959997 -3.339350 -0.3964 -0.3826 0.0432 -0.306
N 0.799487 0.192359 -1.185205 -0.2718 0.2953 -0.0553 0.498
N 1.130262 2.008303 0.182032 -0.1493 -0.1475 -0.2833 0.300
N -1.418108 0.239126 0.534222 -0.1707 -0.0226 0.1097 0.575
C 1.864016 -2.628194 -4.071257 -0.0698 -0.1153 0.0609 -0.745
C 1.920432 2.716959 1.167904 0.2654 0.0635 -0.0208 -1.637
C 1.681201 0.986608 -0.527237 0.2025 0.0054 0.1207 0.527
C -2.271572 -1.147024 2.482493 0.1675 -0.2283 -0.1194 -1.091
C 0.711341 -2.055903 -2.059635 0.0855 0.2490 0.0240 -0.426
C 1.944709 -0.361211 -3.258597 -0.1530 0.0510 0.0326 0.740
C -1.118748 -0.764927 1.544984 -0.0205 -0.0466 0.2399 -0.029
C -2.674574 0.078814 -0.191787 -0.0199 0.0057 -0.2823 -1.078
C 1.053841 -2.996637 -3.014920 -0.0023 -0.1351 -0.1335 -0.918
C 1.692322 2.173220 2.540713 -0.1373 0.2968 0.4251 0.430
C -3.912005 -1.967194 0.696643 0.2223 -0.2285 -0.0071 -0.767
C -3.092945 -2.313528 1.937615 -0.2363 0.2328 0.0489 -0.642
C -0.259848 2.380116 0.042916 -0.4879 0.0329 0.2235 -1.289
C 1.162256 -0.749063 -2.154229 0.2889 -0.0559 -0.2569 0.205
C 0.985950 1.796691 4.876945 -0.1843 0.3696 -0.0653 -0.464
C -1.225294 1.617437 0.969078 0.1923 0.2797 -0.1620 -0.818
C 3.197060 1.371755 -4.297417 0.1459 0.0697 -0.1538 -0.995
C 1.594436 0.712967 4.334201 -0.1115 0.0182 0.1597 -0.585
C -3.102727 -1.364043 -0.452555 -0.2052 0.1976 0.1216 -0.381
C 1.998132 0.928050 2.996756 0.0671 0.1743 -0.1455 -0.150
C 2.304665 -1.320215 -4.195281 0.1100 0.2743 -0.0308 -0.460
H -3.737086 -1.358396 -1.341859 0.0844 -0.0123 -0.0283 0.339
H 2.153760 -3.356191 -4.813958 0.0239 -0.0585 -0.0637 0.374
H -1.851030 -1.440724 3.446395 -0.0102 0.0649 0.0374 0.383
H -3.499639 0.589003 0.333754 0.0574 0.0093 -0.0419 0.550
H 0.589481 1.918810 5.865133 -0.0520 -0.0409 0.2351 0.476
H -4.702940 -1.264359 0.971758 -0.0637 0.0065 -0.0190 0.305
H 0.100356 -2.334400 -1.213284 -0.0333 -0.0195 0.1342 0.340
H 2.816767 1.245600 -5.317441 0.0382 -0.0067 0.0456 0.337
H 2.921813 -1.051870 -5.038067 0.0553 0.0678 -0.0622 0.422
H -3.776910 -2.663778 2.714382 0.0315 -0.0961 -0.0025 0.402
H 2.505962 0.197138 2.392888 0.1054 -0.1177 -0.1871 0.500
H -0.767127 -1.669156 1.037401 0.0688 -0.0423 0.0683 0.189
H 0.700271 -4.012394 -2.924408 -0.0248 -0.0843 0.0109 0.397
H -2.414303 -3.138045 1.704356 0.0282 -0.0647 0.0290 0.308
H -4.397298 -2.879461 0.341722 -0.0885 0.0309 0.0096 0.365
H -2.178870 2.162471 0.984244 0.0053 -0.0554 0.0286 0.344
H -0.823143 1.637116 1.983355 -0.0692 -0.0045 -0.0265 0.339
H 2.971734 2.578968 0.888465 -0.2609 0.1698 0.0823 0.479
H 4.140596 0.829684 -4.186410 -0.0284 0.0014 0.0004 0.401
H -2.236406 -1.984122 -0.680264 0.0725 -0.0735 -0.1159 0.049
H 3.367507 2.429898 -4.104662 0.0216 -0.0703 -0.0555 0.245
H -0.111609 0.074543 -0.725945 -0.0655 0.0782 0.0542 -0.078
H 1.755978 -0.207723 4.866007 0.0248 -0.1397 0.1314 0.437
H 1.674702 3.781535 1.133850 -0.0017 -0.0479 -0.0865 0.488
H -0.273731 -0.387311 2.125381 -0.0197 -0.0370 -0.0925 0.053
H -2.544260 0.591576 -1.152448 -0.1199 0.0311 0.0514 0.375
H -0.558462 2.234034 -0.999074 -0.0037 0.0768 0.0571 0.455
H -2.911727 -0.279649 2.655158 -0.0276 0.0868 0.1004 0.331
H -0.336297 3.446725 0.274492 -0.0021 -0.0207 -0.0793 0.498
```
Forces are in eV/Å.

Values from the calculation:
* HOMO-LUMO gap: 8.28 eV
* energy above the lowest of the compared OMol25 structures with the same formula, charge and spin: 0.476 eV
* DFT total energy: -1853.4793 Ha
* max |F|: 0.8 eV/A
* structure (SMILES): COc1ccccc1NC(=S)N(CCN1CCCCCC1)Cc1cccs1


The highest max |F| belongs to which entry? C20H38IN3O10PS


Among the records above, which one has the lowest DFT total energy? C20H38IN3O10PS


The lowest HOMO-LUMO gap belongs to which entry? C20H38IN3O10PS